No. 1
C44H99N9O10 | ωB97M-V with the def2-TZVPD basis set

XYZ file:
```
162
Properties=species:S:1:pos:R:3:mulliken_charge:R:1
H 0.398 3.800 -6.061 0.25
H 1.082 -2.889 -1.257 0.42
H 1.821 1.378 2.791 0.01
H -3.771 3.768 2.523 0.18
H -4.534 -4.851 -2.917 0.34
H -5.032 -7.342 -3.288 0.29
H 1.255 -4.145 3.381 -0.09
H -4.577 4.044 -5.784 0.40
O -5.559 1.192 2.337 -0.60
H 5.724 -3.077 -4.070 0.53
H 2.145 -1.614 -1.832 0.27
C 6.246 -2.121 -4.096 -1.74
C -3.725 -5.025 -3.627 -0.67
C -2.441 2.053 5.447 -0.05
H -2.796 -5.433 -3.228 0.40
H 1.921 -4.362 1.722 0.28
H 1.210 3.398 5.100 0.43
H 1.569 -0.935 0.507 -0.13
H -3.214 -1.120 0.128 0.32
H 1.451 1.840 6.394 0.25
H 0.205 2.507 -4.020 0.20
H 1.350 2.989 2.509 0.22
H 5.165 0.928 -3.413 0.02
H -1.070 1.332 -3.803 0.30
H -7.083 -0.695 2.100 0.46
H 5.119 0.948 0.249 0.60
H 3.118 -2.174 2.482 -0.17
H -0.720 2.752 1.442 0.33
H 3.713 4.299 -1.531 0.36
H 4.703 -2.268 2.779 0.50
N 3.424 3.340 -1.403 -0.07
H 1.330 0.771 -1.425 0.07
C -6.385 5.583 1.256 -0.71
H 3.361 -0.531 -4.329 0.10
H 2.809 -4.139 5.220 0.33
O -3.587 0.354 2.295 -0.37
H -2.389 0.968 5.545 -0.06
C -2.315 3.280 -5.508 -0.89
H -2.686 -1.594 3.080 0.05
C -6.222 5.372 -0.058 -0.29
N -4.525 -2.873 -4.688 -0.65
H -0.508 0.608 -1.260 0.64
O 7.205 0.493 -3.504 -0.30
H -3.667 -2.324 4.289 0.38
H -3.020 2.310 4.560 -0.09
H 7.224 2.460 -2.705 -0.08
C 5.279 -1.033 -3.627 0.71
C 2.027 -4.621 2.776 -0.87
N -0.503 -1.400 0.253 -0.24
H -0.980 2.674 -0.314 0.54
H 1.361 -1.794 7.761 0.39
C 0.780 -0.867 -0.242 1.27
C -0.416 2.212 4.190 -0.17
C 3.422 -4.160 3.209 0.83
C -0.762 2.088 0.578 -1.37
H 2.931 2.825 3.348 0.61
C -5.220 -0.749 1.117 0.03
C -4.604 -2.712 -0.154 -0.85
N 1.762 1.593 5.465 -0.61
H -2.916 2.337 6.386 0.35
C -1.247 -1.922 5.237 -0.22
C 4.209 2.893 -0.311 1.30
C 0.174 -2.056 5.980 0.48
C 5.337 -3.773 0.829 -0.83
H 4.162 -1.502 -5.111 0.29
H 1.777 -5.645 3.055 0.39
H -5.991 -4.191 -0.195 0.41
O -4.275 -5.832 -4.713 -0.37
H -2.040 -1.947 5.983 0.45
N -4.735 0.368 1.946 1.09
H -6.955 5.752 -0.754 0.40
C 0.476 0.507 -0.802 -1.16
H 2.442 3.115 -1.468 0.23
H -4.053 -3.312 -0.864 0.59
H 3.411 0.905 0.251 -0.03
H -7.778 -2.908 1.177 0.40
O 0.489 1.500 0.280 0.29
N 1.233 -1.591 5.108 -0.19
H -2.137 4.262 -5.071 0.38
H -5.027 3.633 -4.097 0.07
C 5.905 0.318 -3.932 -0.25
H -3.570 -7.776 -4.297 0.28
H 5.908 5.983 0.863 0.37
C 1.138 2.495 4.493 -0.03
H -5.275 -3.537 -4.815 0.27
H 4.068 -4.996 2.941 0.26
H 2.710 1.922 5.577 0.22
C -4.301 3.939 0.464 0.23
N 3.965 -1.317 -4.137 -0.57
H -0.381 -1.866 8.080 0.46
C -4.229 -1.436 0.319 0.25
C -5.527 4.958 2.159 -0.53
H 6.250 3.223 -1.116 -0.06
H 5.313 -4.861 0.884 0.30
H 0.837 -1.371 4.205 -0.15
H 7.715 2.289 -4.431 0.36
C -5.862 -3.188 0.184 -0.53
H 5.521 -3.620 -0.234 0.17
C 1.143 -1.819 -1.457 -1.57
O -1.119 2.497 5.404 -0.48
H -1.262 -0.969 4.707 -0.27
C 1.947 2.384 3.192 -1.08
H -0.861 2.908 3.479 0.37
H 0.330 -1.624 -2.156 0.22
H -5.215 -7.724 -4.952 0.28
C -5.107 4.595 -0.450 -0.44
H -3.085 -3.444 3.160 0.34
C -0.444 1.813 -4.554 -1.19
H 4.232 5.608 0.936 0.31
C 7.718 1.829 -3.443 -0.25
H -2.679 3.659 -6.463 0.46
H -1.699 -3.136 -2.864 0.32
C -4.639 3.250 -5.041 -0.67
H -1.524 1.651 -6.409 0.30
H -0.761 -0.732 0.966 -0.19
H 7.026 -2.283 -3.352 0.38
H -7.355 5.973 1.525 0.32
H -0.616 1.252 3.714 0.17
C -6.820 -2.504 0.883 -0.71
H -0.274 -2.241 0.764 0.24
C 3.909 -2.921 2.419 -0.72
H -3.371 3.490 0.149 0.08
C 5.035 5.822 0.230 -0.75
C -2.802 -2.514 3.653 -0.54
H 8.733 1.723 -3.058 0.27
O -1.582 -2.863 4.277 -0.42
H 1.619 -0.681 5.313 0.34
C -4.526 -7.255 -4.250 -0.72
H 0.529 2.526 -7.085 0.27
H 5.070 -1.164 -2.565 0.01
H 4.183 0.874 -1.245 -0.06
N -0.121 3.164 -6.648 -0.71
H -5.309 2.577 -5.576 0.29
H 0.108 0.971 -4.974 0.32
H 6.635 -2.019 -5.109 0.37
H 5.907 0.550 -4.997 0.37
H -5.421 5.233 3.198 0.37
O 4.124 -3.127 0.984 -0.15
C -6.498 -1.237 1.371 -0.46
H -2.829 -3.939 -5.152 0.25
C 0.382 -1.463 7.415 -1.55
C 4.254 1.359 -0.271 -1.06
C -3.382 -3.650 -4.259 0.57
H 6.210 -3.366 1.340 0.39
H -1.540 1.331 0.676 0.26
H 0.296 -0.380 7.324 0.25
H 3.750 3.276 0.600 -0.12
H -5.006 4.275 -1.477 0.33
C -1.107 2.430 -5.772 0.49
H -2.103 -1.798 -3.987 0.38
O -3.381 2.579 -4.934 -0.26
H 5.879 3.383 0.619 0.45
C -2.484 -2.675 -3.463 -1.06
H 4.788 6.783 -0.221 0.30
N 3.488 -3.693 4.620 -0.78
H 3.147 -2.744 4.560 0.19
H 0.480 -3.099 6.072 0.15
C 5.534 3.608 -0.391 -0.48
H -3.139 -2.177 -2.748 -0.11
C -4.472 4.134 1.788 0.01
O 5.444 4.913 -0.750 -0.48
H -4.908 -2.242 -3.998 0.24
```

## Properties
Multiplicity = 2
<S²> = 0.755
HOMO level (spin up / spin down) = -0.37420 / -0.37420 Eh
Charge = +1
Orbital gap (spin up / spin down) = 7.45 / 2.28 eV



No. 2
C45H104BF3N4O14P | ωB97M-V with the def2-TZVPD basis set

XYZ file:
```
172
Properties=species:S:1:pos:R:3:mulliken_charge:R:1
H -0.518 -6.235 1.553 0.27
H 3.342 1.643 -4.176 0.30
H 2.720 0.707 0.147 0.76
H -3.506 4.104 -0.930 0.46
C 1.613 2.443 -0.688 2.44
H -6.936 -0.373 -6.092 0.39
C -1.356 3.971 -0.838 0.63
H -2.303 -0.898 -7.430 0.33
H 6.093 3.423 6.778 0.32
O 0.121 -5.582 -0.967 -0.43
H -0.551 -3.051 -0.470 -0.17
H 0.990 -0.148 0.214 0.48
C -2.313 2.033 0.351 -1.85
O -1.149 3.722 -4.275 -0.55
H 0.584 2.166 8.647 0.27
C -2.716 -6.058 6.113 -1.40
C 0.019 3.865 -4.106 -0.02
H 3.325 -6.876 -4.298 0.39
C 1.270 -0.007 2.661 -0.09
H -5.081 -1.783 5.548 0.39
H -1.140 6.211 -4.661 0.31
N 0.517 5.132 -3.772 0.54
H -6.553 -3.426 -7.916 0.35
C -1.352 -6.150 0.852 -1.38
O 1.261 4.366 1.336 -0.87
H -2.342 -5.187 6.659 0.33
H -4.628 -2.089 3.095 0.30
C 5.796 2.426 6.451 0.44
C 3.052 -6.662 -3.261 -1.56
H 2.084 -5.125 -2.121 -0.22
C -2.413 -1.662 -5.412 0.27
H -1.129 6.028 -2.842 0.15
N 2.801 3.750 -2.549 -0.22
F 2.881 -0.009 4.310 -0.32
H -2.716 -6.916 6.786 0.42
F 1.723 -1.145 2.121 -0.36
F 1.021 1.059 4.635 -0.21
C -2.687 3.890 -1.618 -1.59
H -2.240 -5.849 1.408 0.35
O 4.575 2.577 5.728 -0.39
O -1.913 -5.190 4.010 -0.32
C -2.783 -1.505 4.026 -0.72
C -0.544 6.154 -3.748 -0.97
H 3.979 -6.624 -2.688 0.38
H -0.010 5.130 8.165 0.33
H -0.571 4.120 -1.590 -1.06
H -1.662 -3.396 0.870 0.40
H 0.023 -5.766 5.778 0.32
N 2.535 1.046 -4.003 -0.74
H 1.620 4.883 -5.630 0.41
H -3.607 -3.406 -4.931 0.44
H 1.747 2.997 -4.975 0.99
H 7.015 2.493 4.668 0.23
C 2.226 2.457 -2.149 -2.24
H 0.350 2.024 -5.087 0.37
H 5.225 0.545 7.356 0.29
O -1.140 -1.118 -5.040 -0.29
H -0.079 3.286 9.827 0.33
O 0.797 -1.823 -2.892 0.06
H 0.511 1.880 2.201 0.24
H -2.581 -2.832 -3.603 0.31
H 4.298 1.702 5.431 0.18
H 3.352 -4.459 -4.566 0.36
O 3.146 -4.279 -3.641 -0.55
O 2.558 -0.783 -1.755 -0.65
H -2.279 -7.165 4.324 0.30
H 2.443 -7.485 -2.885 0.37
H -2.769 4.647 -2.399 0.41
H -5.525 -1.446 -6.022 -0.05
H -3.168 -0.939 -5.102 0.29
P 1.705 4.242 -0.076 0.04
C 0.905 2.636 -4.379 -0.97
H 0.004 0.393 -3.717 0.36
H 6.481 1.422 8.249 0.41
H -1.395 4.863 -0.210 0.33
H 0.501 -4.409 -3.895 -0.05
C 0.166 1.806 -0.499 2.71
H -1.259 2.785 7.196 0.32
H 1.227 -5.539 -5.028 0.52
O 5.195 5.344 0.672 -0.58
H 0.533 4.630 5.793 0.33
C 0.233 0.854 1.957 -1.61
C 0.601 0.662 -2.835 -1.54
O -5.996 -2.737 -8.295 -0.55
H -0.458 -1.748 -5.305 0.20
C 0.568 3.217 8.953 -1.19
H -0.710 0.670 2.479 0.82
H -4.721 -0.055 5.381 0.31
H -0.710 3.151 1.026 0.67
C 1.728 0.339 3.829 0.54
H -2.718 -2.365 4.696 0.33
H 0.352 -6.152 -3.612 0.34
H -2.241 1.312 1.171 0.07
C -7.955 -1.341 -8.484 -1.41
O -1.291 3.701 7.495 -0.54
B 1.386 -0.677 -2.475 0.53
H -0.037 7.116 -3.646 0.52
H 4.793 1.959 8.306 0.28
H -3.015 2.765 0.745 0.62
H -0.708 -0.051 0.302 1.23
C 0.186 0.557 0.442 -2.08
C 4.452 3.225 1.538 -0.22
H -6.113 -0.739 4.556 0.35
C 5.568 1.537 7.664 -1.26
H -2.176 -1.704 3.140 0.05
H -2.854 2.939 -2.121 0.26
H -7.945 -1.447 -9.570 0.34
C -6.541 -1.340 -6.408 -0.84
H -7.141 -2.128 -5.944 0.34
N 1.506 1.799 -3.257 1.34
H 1.579 3.509 9.243 0.34
H 1.075 5.122 -0.984 0.07
O -4.271 -0.124 2.734 -0.51
H 0.178 -6.799 4.366 0.29
C -0.957 2.738 0.050 0.55
H -1.858 -5.109 -0.959 0.33
H 2.266 2.051 1.276 0.10
C -0.423 -6.619 5.259 -1.29
H 3.168 3.690 -3.499 0.65
C 0.926 4.002 6.594 -0.74
H -1.027 1.936 -2.372 0.05
H -1.520 -7.143 0.432 0.39
H 3.660 3.908 -2.028 0.30
C -1.866 -6.323 4.880 0.43
C -0.787 -3.760 0.329 -0.69
H 1.046 -2.535 -2.281 -0.05
C 0.042 4.094 7.827 0.30
H 2.543 5.547 -4.294 0.25
H 3.569 3.641 2.024 0.46
H -3.441 -2.243 -7.231 0.32
H 6.564 0.866 5.162 0.28
C -2.472 -1.848 -6.919 -1.37
H 3.124 1.843 -2.012 0.82
O 6.719 3.859 1.223 -0.46
H 0.066 -3.771 1.013 0.37
H -8.603 -2.130 -8.091 0.35
H -1.128 0.395 -1.621 0.78
C 5.443 4.260 1.088 0.15
C 2.650 1.781 0.292 -1.36
C -5.084 -0.942 4.853 -1.37
H 4.754 1.446 0.464 0.54
H -3.746 -5.839 5.827 0.33
C -1.033 -5.149 -0.246 0.20
H 0.857 -5.622 -0.344 0.31
H -2.714 1.473 -0.492 0.21
H 1.948 4.317 6.814 0.35
H 4.494 2.762 -0.612 0.31
H -3.917 0.646 3.195 0.36
H 1.388 6.558 -5.130 0.43
C 1.019 -5.368 -3.966 -0.94
H -0.355 -7.494 5.907 0.42
C -6.548 -1.473 -7.923 0.44
H 0.953 2.977 6.216 -0.05
C 4.106 2.312 0.310 -1.63
H 3.182 -1.402 -2.162 0.27
H 4.963 2.627 2.296 0.35
C 2.308 -5.340 -3.163 1.03
H 7.819 1.743 6.058 0.42
H -2.342 -0.638 4.528 0.31
C -4.225 -1.231 3.633 0.20
H -1.548 -4.435 4.486 0.21
H -5.906 -0.707 -8.361 0.30
H 2.163 0.795 -4.918 0.26
C -0.427 1.202 -1.824 -1.49
H 3.049 4.687 -0.133 0.11
H -8.394 -0.374 -8.232 0.37
C 6.866 1.849 5.537 -1.20
H -1.858 -3.701 -4.948 0.23
C -2.634 -2.978 -4.684 -1.18
C 1.556 5.549 -4.763 -1.03
H 7.275 4.519 0.778 0.36
H -1.692 -2.535 -7.258 0.40
```

## Properties
HOMO level = -0.40699 Eh
Charge = +1
Orbital gap = 8.55 eV



What is the formula in the second record?
C45H104BF3N4O14P